--- a ---
Density functional theory data (ωB97M-V/def2-TZVPD) for a single C4H6O2 molecule.

Atoms and positions in Å:
C1 -0.927 -1.163 -0.057
C2 0.042 -0.102 0.393
C3 -0.200 1.331 0.084
O1 -0.483 0.791 1.357
C4 1.461 -0.079 -0.050
O2 1.686 -0.329 -1.214
H1 -1.127 -1.875 0.754
H2 -1.887 -0.704 -0.323
H3 -0.528 -1.702 -0.917
H4 0.606 2.064 0.128
H5 -0.855 1.394 -0.777
H6 2.211 0.373 0.623

As for the HOMO energy: -9.88 eV. The value obtained for the LUMO energy is 0.03408 Eh. As for the SMILES: C[C@@]1(C=O)CO1.

=====

--- b ---
Density functional theory data (ωB97M-V/def2-TZVPD) for a single C4H6O2 molecule.

Atoms and positions in Å:
C1 -1.479 0.215 0.126
C2 -0.001 0.371 0.290
O1 0.678 -0.770 0.765
C3 0.741 1.440 0.052
C4 1.056 -1.619 -0.209
O2 0.684 -1.585 -1.350
H1 -1.870 1.023 -0.496
H2 -1.992 0.245 1.093
H3 -1.712 -0.737 -0.358
H4 0.307 2.350 -0.345
H5 1.811 1.407 0.234
H6 1.778 -2.339 0.199

As for the HOMO energy: -9.89 eV. The value obtained for the LUMO energy is 0.03550 Eh. As for the SMILES: C=C(C)OC=O.

=====

--- c ---
Density functional theory data (ωB97M-V/def2-TZVPD) for a molecular structure, C4H6O2.

Atoms and positions in Å:
C1 2.639 0.687 -0.151
O1 2.740 -0.065 0.789
C2 -0.330 -0.692 0.350
C3 -1.619 -0.951 0.577
C4 -1.923 0.176 -0.375
O2 -0.480 0.357 -0.545
H1 3.387 1.480 -0.338
H2 1.797 0.626 -0.863
H3 0.662 -1.013 0.651
H4 -2.194 -1.637 1.178
H5 -2.365 1.083 0.047
H6 -2.390 -0.077 -1.331

As for the HOMO energy: -8.98 eV. The value obtained for the LUMO energy is 0.03378 Eh.

=====

--- d ---
Density functional theory data (ωB97M-V/def2-TZVPD) for a single C4H6O2 molecule.

Atoms and positions in Å:
O1 -0.388 1.394 1.845
C1 -0.248 0.725 0.852
C2 -0.308 -0.793 0.733
C3 0.329 -1.024 -0.636
O2 -0.012 0.128 -1.403
C4 0.051 1.249 -0.551
H1 -1.361 -1.096 0.736
H2 0.194 -1.284 1.570
H3 1.423 -1.117 -0.548
H4 -0.048 -1.899 -1.170
H5 -0.679 1.998 -0.874
H6 1.049 1.717 -0.554

As for the HOMO energy: -9.66 eV. The value obtained for the LUMO energy is 0.03279 Eh. As for the SMILES: O=C1CCOC1.

=====

Name the least stable of them. c.

=====

--- a ---
Density functional theory data (ωB97M-V/def2-TZVPD) for a gas-phase ion, C4H11N2 (charge +1).

Atoms and positions in Å:
C1 0.105 2.310 -0.172
C2 0.288 1.248 -1.251
C3 1.084 0.060 -0.688
N1 0.391 -0.530 0.509
C4 -0.505 -1.447 0.286
N2 -1.327 -1.872 1.237
H1 0.237 1.999 0.867
H2 0.915 3.045 -0.263
H3 -0.871 2.796 -0.145
H4 -0.623 0.919 -1.756
H5 0.898 1.611 -2.071
H6 1.304 -0.808 -1.333
H7 2.104 0.327 -0.392
H8 0.597 -0.165 1.420
H9 -0.548 -1.883 -0.707
H10 -1.693 -2.808 1.164
H11 -1.361 -1.452 2.151

As for the HOMO energy: -15.28 eV. As for the net charge: +1. The value obtained for the LUMO energy is -0.13585 Eh. As for the SMILES: CCCNC=[NH2+].

=====

--- b ---
Density functional theory data (ωB97M-V/def2-TZVPD) for 2 unconnected molecules or ions with the total composition C4H11N2.

Atoms and positions in Å:
C1 -0.215 1.498 -1.579
C2 -0.893 -0.744 -2.081
N1 -0.541 0.121 -1.223
H1 0.828 1.677 -1.328
H2 -0.820 2.169 -0.977
H3 -0.378 1.668 -2.634
H4 -0.952 -0.483 -3.129
H5 -1.162 -1.740 -1.742
H6 -0.313 -0.255 -0.198
C3 -0.082 0.518 2.152
C4 1.433 -1.124 1.406
N2 0.350 -0.513 1.206
H7 -0.302 1.426 1.591
H8 0.672 0.721 2.908
H9 -0.988 0.176 2.650
H10 1.774 -1.838 0.666
H11 2.016 -0.931 2.303

As for the HOMO energy: -14.67 eV. As for the net charge: +1. The value obtained for the LUMO energy is -0.15454 Eh.

=====

--- c ---
Density functional theory data (ωB97M-V/def2-TZVPD) for 2 unconnected molecules or ions with the total composition C4H11N2.

Atoms and positions in Å:
C1 0.701 -0.689 -1.160
C2 -0.637 -0.908 -1.106
N1 -1.506 0.026 -0.389
N2 1.564 -1.457 -1.956
H1 1.178 0.153 -0.567
H2 -1.140 -1.739 -1.568
H3 -2.308 -0.469 -0.021
H4 -1.068 0.470 0.420
H5 -1.847 0.769 -1.005
H6 1.145 -2.002 -2.698
H7 2.410 -0.946 -2.239
C3 0.312 1.744 1.790
C4 0.258 0.494 2.274
H8 1.231 2.364 1.791
H9 -0.628 2.227 1.423
H10 1.076 -0.059 2.638
H11 -0.741 0.021 2.373

As for the HOMO energy: -13.10 eV. As for the net charge: +1. The value obtained for the LUMO energy is -0.12295 Eh.

=====

--- d ---
Density functional theory data (ωB97M-V/def2-TZVPD) for 2 unconnected molecules or ions with the total composition C4H11N2.

Atoms and positions in Å:
C1 0.426 0.212 1.626
C2 -0.707 0.853 0.907
C3 0.778 -0.473 0.282
C4 -1.133 0.220 -1.533
N1 1.440 -1.660 0.243
N2 -0.735 -0.176 -0.187
H1 1.279 0.847 1.953
H2 0.211 -0.589 2.432
H3 -1.759 1.075 1.288
H4 -0.245 1.796 0.515
H5 1.702 1.241 -0.567
H6 -2.107 0.801 -1.607
H7 -0.263 0.824 -2.058
H8 -1.081 -0.644 -2.266
H9 1.545 -2.177 1.130
H10 1.559 -2.250 -0.599
H11 -1.287 -0.965 -0.036

As for the HOMO energy (alpha / beta): -13.87 / -13.18 eV. As for the net charge: +1. The value obtained for the LUMO energy (alpha / beta) is -0.16861 / -0.16300 Eh.

=====

Name the least stable of them. d.

=====

--- a ---
Density functional theory data (ωB97M-V/def2-TZVPD) for 2 unconnected molecules or ions with the total composition C4H11N2.

Atoms and positions in Å:
C1 -0.723 -0.482 -1.977
C2 1.175 1.118 -1.453
N1 0.669 -0.049 -1.596
H1 -1.099 -1.293 -1.350
H2 -0.632 -0.857 -3.001
H3 -1.319 0.434 -1.962
H4 0.657 2.031 -1.218
H5 2.261 1.161 -1.534
H6 1.371 -0.786 -1.461
C3 0.595 -0.241 2.457
C4 -1.333 0.029 1.227
N2 -0.076 0.254 1.228
H7 1.313 -0.999 2.096
H8 -0.123 -0.701 3.191
H9 1.135 0.591 2.927
H10 -1.946 -0.021 0.296
H11 -1.925 -0.190 2.131

As for the HOMO energy: -13.56 eV. As for the net charge: +1. The value obtained for the LUMO energy is -0.18385 Eh.

=====

--- b ---
Density functional theory data (ωB97M-V/def2-TZVPD) for a gas-phase ion, C4H11N2 (charge +1).

Atoms and positions in Å:
C1 -1.949 -1.041 -0.684
C2 -1.919 0.424 -0.195
C3 -0.737 0.765 0.683
N1 0.533 0.579 -0.059
C4 1.436 -0.270 0.364
N2 2.698 -0.316 -0.005
H1 -1.775 -1.688 0.171
H2 -2.921 -1.230 -1.136
H3 -1.262 -1.213 -1.514
H4 -2.042 1.254 -0.901
H5 -2.868 0.474 0.340
H6 -0.744 1.810 0.987
H7 -0.749 0.151 1.585
H8 0.560 0.933 -0.998
H9 1.066 -1.019 1.059
H10 3.192 -1.101 0.408
H11 3.233 0.452 -0.392

As for the HOMO energy: -15.20 eV. As for the net charge: +1. The value obtained for the LUMO energy is -0.14232 Eh. As for the SMILES: CCCNC=[NH2+].

=====

Name the least stable of them. a.

=====

--- a ---
Density functional theory data (ωB97M-V/def2-TZVPD) for 2 unconnected molecules or ions with the total composition C4H11N2.

Atoms and positions in Å:
C1 -0.207 -1.054 0.613
C2 1.119 -0.410 -1.973
C3 -0.436 1.271 1.758
C4 0.412 0.054 1.311
N1 0.746 -0.001 -3.131
N2 -1.492 -1.253 0.337
H1 0.459 -1.806 0.383
H2 2.173 -0.280 -1.636
H3 -1.009 1.460 0.870
H4 0.237 1.982 1.988
H5 -1.155 0.955 2.485
H6 0.993 -0.314 2.191
H7 1.330 0.201 0.876
H8 -0.227 -0.176 -3.427
H9 1.157 0.495 -3.894
H10 -1.875 -2.004 -0.177
H11 -2.125 -0.471 0.527

As for the HOMO energy: -12.11 eV. As for the net charge: +1. The value obtained for the LUMO energy is -0.14784 Eh.

=====

--- b ---
Density functional theory data (ωB97M-V/def2-TZVPD) for 2 unconnected molecules or ions with the total composition C4H11N2.

Atoms and positions in Å:
C1 -1.992 -1.498 0.102
C2 -0.864 -0.622 0.452
C3 0.430 -1.089 0.520
C4 1.402 -0.673 1.405
N1 2.674 -1.197 1.310
N2 -0.465 3.781 -2.480
H1 -2.385 -1.946 1.022
H2 -2.817 -0.923 -0.329
H3 -1.044 0.274 1.045
H4 -1.249 3.990 -3.046
H5 0.660 -1.964 -0.086
H6 1.275 -0.004 2.256
H7 3.436 -0.583 1.573
H8 2.792 -2.106 1.751
H9 -0.520 2.953 -1.934
H10 -1.728 -2.310 -0.574
H11 0.395 3.918 -2.985

As for the HOMO energy: -11.95 eV. As for the net charge: +1. The value obtained for the LUMO energy is -0.24461 Eh.

=====

--- c ---
Density functional theory data (ωB97M-V/def2-TZVPD) for 2 unconnected molecules or ions with the total composition C4H11N2.

Atoms and positions in Å:
C1 -0.030 -1.987 0.211
C2 0.790 -1.045 -0.229
C3 0.857 0.366 0.041
C4 2.294 0.732 0.029
N1 -0.085 1.233 0.226
N2 -2.608 0.416 -0.112
H1 -0.014 -2.919 -0.220
H2 -0.689 -1.787 1.072
H3 1.453 -1.400 -1.165
H4 2.966 0.057 0.515
H5 2.426 1.785 0.342
H6 2.783 0.783 -1.027
H7 -1.157 0.918 -0.097
H8 0.046 2.228 0.373
H9 -3.090 0.552 0.785
H10 -2.530 -0.572 -0.031
H11 -3.412 0.640 -0.713

As for the HOMO energy: -14.82 eV. As for the net charge: +1. The value obtained for the LUMO energy is -0.16269 Eh.

=====

Name the least stable of them. a.

=====

--- a ---
Density functional theory data (ωB97M-V/def2-TZVPD) for a gas-phase ion, C4H11N2 (charge +1).

Atoms and positions in Å:
C1 -0.561 0.931 -2.144
C2 -1.209 0.172 -0.915
C3 -0.223 -0.031 0.173
C4 0.558 -1.130 0.311
N1 1.611 -1.291 1.164
N2 -0.181 0.942 1.310
H1 -0.873 0.464 -3.075
H2 0.531 1.055 -2.162
H3 -0.982 1.923 -2.174
H4 -2.106 0.631 -0.448
H5 -1.508 -0.752 -1.422
H6 0.273 -1.980 -0.315
H7 1.887 -0.686 1.916
H8 2.191 -2.069 0.914
H9 -1.153 1.257 1.396
H10 0.243 0.654 2.190
H11 0.362 1.762 1.006

As for the HOMO energy: -12.63 eV. As for the net charge: +1. The value obtained for the LUMO energy is -0.13695 Eh. As for the SMILES: CC/C([NH3+])=C/N.

=====

--- b ---
Density functional theory data (ωB97M-V/def2-TZVPD) for a gas-phase ion, C4H11N2 (charge +1).

Atoms and positions in Å:
C1 -1.188 -2.064 -0.349
C2 -0.824 -0.734 -1.049
C3 0.165 0.177 -0.361
C4 -0.152 0.523 0.918
N1 0.581 1.562 1.711
N2 1.329 0.408 -1.005
H1 -1.958 -2.531 -0.961
H2 -1.587 -1.853 0.635
H3 -0.360 -2.764 -0.435
H4 -1.725 -0.140 -1.208
H5 -0.416 -1.005 -2.025
H6 -1.117 0.179 1.242
H7 1.025 1.118 2.505
H8 1.352 1.810 1.106
H9 -0.107 2.258 1.993
H10 2.048 1.115 -0.903
H11 1.364 0.116 -1.959

As for the HOMO energy: -13.01 eV. As for the net charge: +1. The value obtained for the LUMO energy is -0.13451 Eh. As for the SMILES: CC/C(N)=C/[NH3+].

=====

Name the least stable of them. a.

=====

--- a ---
Density functional theory data (ωB97M-V/def2-TZVPD) for 2 unconnected molecules or ions with the total composition H4N2Si.

Atoms and positions in Å:
N1 0.596 0.349 -0.728
N2 0.301 0.671 0.625
Si1 -0.673 -0.595 -0.006
H1 0.600 1.173 -1.321
H2 1.606 0.559 1.581
H3 -2.055 -0.155 -0.025
H4 -0.375 -2.002 -0.126

As for the HOMO energy: -8.28 eV. The value obtained for the LUMO energy is 0.00783 Eh.

=====

--- b ---
Density functional theory data (ωB97M-V/def2-TZVPD) for a single H4N2Si molecule.

Atoms and positions in Å:
N1 -1.904 0.288 0.145
N2 -0.931 -0.409 -0.220
Si1 0.767 -0.243 -0.145
H1 -1.616 1.293 0.222
H2 0.735 -1.525 -0.659
H3 1.699 0.863 -0.568
H4 1.250 -0.268 1.225

As for the HOMO energy: -8.98 eV. The value obtained for the LUMO energy is -0.00797 Eh. As for the SMILES: [H]/N=N\[SiH3].

=====

Name the least stable of them. a.

=====

--- a ---
Density functional theory data (ωB97M-V/def2-TZVPD) for a single H9N3Si2 molecule.

Atoms and positions in Å:
N1 1.153 1.520 -0.114
N2 2.099 -1.160 -0.359
N3 -0.707 -0.799 0.315
Si1 -2.121 0.119 -0.231
Si2 1.018 -0.095 0.428
H1 0.282 1.929 -0.335
H2 1.935 1.846 -0.651
H3 1.934 -1.391 -1.346
H4 2.331 -2.006 0.154
H5 -0.658 -1.855 0.306
H6 -3.312 -0.212 0.518
H7 -2.668 0.080 -1.588
H8 -1.621 1.478 0.184
H9 1.449 -0.078 1.921

As for the HOMO energy: -9.41 eV. The value obtained for the LUMO energy is 0.03023 Eh. As for the SMILES: N[SiH](N)N[SiH3].

=====

--- b ---
Density functional theory data (ωB97M-V/def2-TZVPD) for 2 unconnected molecules or ions with the total composition H9N3Si2.

Atoms and positions in Å:
N1 0.424 -0.339 -1.793
N2 -0.539 1.955 -0.696
N3 2.105 0.711 0.279
Si1 -1.371 -1.643 1.620
Si2 0.476 0.539 -0.265
H1 -0.546 -0.387 -2.121
H2 0.816 -1.273 -1.678
H3 -1.475 1.572 -0.642
H4 -0.574 2.775 -0.097
H5 2.520 1.528 0.714
H6 2.688 0.655 -0.540
H7 -0.219 -2.551 1.170
H8 -1.671 -1.578 3.043
H9 -2.633 -1.963 1.005

As for the HOMO energy: -7.05 eV. The value obtained for the LUMO energy is 0.00027 Eh.

=====

Name the least stable of them. b.